# 1
DFT (wB97M-V/def2-TZVPD) results for one molecule with the formula C19H32N2OS.

Last column: Mulliken charge in e.
Element x y z (Å)
C1 -0.0650 3.7609 -1.7703  -0.97
C2 1.3530 3.2174 -1.9059  -0.63
C3 1.3997 1.7873 -2.4423  -0.51
C4 0.8034 0.7773 -1.4502  -0.57
N1 0.9864 -0.6303 -1.7687  1.03
C5 0.3422 -1.0631 -3.0003  -0.74
C6 -1.1788 -0.9869 -2.9375  -1.29
C7 2.3792 -1.0531 -1.7281  -1.22
C8 2.5122 -2.4882 -1.1937  -0.79
C9 2.8345 -2.5183 0.3016  -1.11
N2 1.7978 -1.9379 1.1201  0.02
C10 1.9257 -0.7283 1.7130  0.62
O1 2.9009 -0.0162 1.5669  -0.67
C11 0.8196 -0.4013 2.6532  0.68
C12 1.1217 0.0276 3.9109  -0.74
S1 -0.2709 0.2232 4.8874  -0.31
C13 -1.2988 -0.2561 3.5750  0.83
C14 -0.5869 -0.5464 2.4484  -1.16
C15 -1.2408 -0.8736 1.1394  1.20
C16 -2.2123 0.2261 0.6904  -0.50
C17 -3.5658 0.2152 1.3989  -1.03
C18 -3.5221 0.6687 2.8556  -0.65
C19 -2.7759 -0.3091 3.7675  -0.97
H1 -0.5943 3.6874 -2.7186  0.28
H2 -0.0406 4.8071 -1.4735  0.39
H3 -0.6246 3.2100 -1.0190  0.12
H4 1.8495 3.2507 -0.9337  0.31
H5 1.9137 3.8633 -2.5863  0.37
H6 2.4410 1.5210 -2.6370  0.35
H7 0.8578 1.7440 -3.3901  0.23
H8 1.2567 0.9417 -0.4686  0.27
H9 -0.2679 0.9541 -1.3547  -0.12
H10 0.7026 -0.4943 -3.8744  0.38
H11 0.6259 -2.1072 -3.1587  0.56
H12 -1.5409 -1.4934 -2.0465  0.17
H13 -1.5258 0.0427 -2.9242  0.24
H14 -1.6027 -1.4748 -3.8122  0.48
H15 2.8441 -0.9880 -2.7247  0.60
H16 2.9257 -0.3840 -1.0626  0.58
H17 3.3141 -3.0088 -1.7191  0.35
H18 1.5816 -3.0293 -1.3720  0.37
H19 3.7414 -1.9394 0.4939  0.39
H20 2.9986 -3.5527 0.6240  0.45
H21 0.9492 -2.4638 1.2478  0.28
H22 2.0963 0.2147 4.3149  0.57
H23 -0.4737 -0.9806 0.3708  -1.10
H24 -1.7885 -1.8188 1.2204  0.27
H25 -2.3969 0.0971 -0.3782  0.18
H26 -1.7361 1.1986 0.8315  0.37
H27 -3.9906 -0.7909 1.3482  0.34
H28 -4.2405 0.8812 0.8545  0.39
H29 -3.0525 1.6523 2.9204  0.35
H30 -4.5478 0.7643 3.2192  0.39
H31 -2.9998 -0.0746 4.8097  0.45
H32 -3.1342 -1.3244 3.5676  0.25

Cartesian forces (eV/Å) of the 3 atoms listed first:
C 0.24 -0.01 0.05
C -0.11 -0.08 -0.19
C -0.01 -0.05 0.29

HOMO-LUMO gap = 9.02 eV
SMILES = CCCCN(CC)CCCNC(=O)c1csc2c1CCCCC2

# 2
DFT (wB97M-V/def2-TZVPD) results for C19H32N5SSm as an isolated structure in a non-equilibrium geometry.

Last column: Mulliken charge in e.
Element x y z (Å)
Sm1 -0.1397 -1.0344 -0.2790  1.03
C1 1.4052 -0.7922 -4.2073  -1.68
C2 0.7095 -1.5806 -3.1551  0.95
C3 -0.7005 -1.6261 -3.1081  -0.29
C4 -1.3738 -2.5232 -2.2633  -0.64
C5 -0.6406 -3.3955 -1.4293  -0.79
C6 0.7692 -3.3532 -1.4617  -0.85
C7 1.4318 -2.4389 -2.2964  -0.53
H1 2.4054 -0.4840 -3.9134  0.44
H2 0.8295 0.0692 -4.5398  0.40
H3 1.5254 -1.4351 -5.0849  0.39
H4 -1.2608 -1.0905 -3.8699  0.63
H5 -2.4422 -2.6821 -2.4045  0.63
H6 -1.1444 -4.2278 -0.9424  0.64
H7 1.3342 -4.1533 -0.9860  0.74
H8 2.5068 -2.5217 -2.4345  0.64
N1 2.1423 1.2200 2.8601  0.05
C8 1.6569 0.3716 4.0118  0.32
C9 0.1414 0.4523 4.1644  -1.53
C10 -0.7230 -0.5053 3.3291  0.18
N2 -1.0718 0.0373 1.9593  -0.43
C11 -0.1202 -1.9132 3.2157  -1.41
C12 1.3893 -1.9861 2.9550  0.27
N3 1.6994 -1.7639 1.4907  -0.39
C13 2.1607 -1.0614 3.9000  -1.51
H9 1.9581 2.2175 3.0404  0.43
H10 1.6944 0.9524 1.9659  -0.29
H11 3.1636 1.1379 2.7622  0.43
H12 2.1037 0.8145 4.9055  0.34
H13 -0.2018 1.4769 4.0133  0.49
H14 -0.0749 0.2345 5.2132  0.51
H15 -1.6614 -0.5936 3.8886  0.47
H16 -1.0026 1.0606 2.0153  0.23
H17 -2.0837 -0.1292 1.8636  0.39
H18 -0.6618 -2.5006 2.4527  0.34
H19 -0.3043 -2.4213 4.1635  0.57
H20 1.7062 -3.0029 3.2121  0.42
H21 1.9135 -2.7049 1.1292  0.35
H22 2.6167 -1.3019 1.4409  0.23
H23 3.2247 -1.0782 3.6604  0.45
H24 2.0790 -1.4986 4.8994  0.49
C14 -1.0808 4.9842 -3.0670  -1.31
C15 -1.1520 3.6478 -2.4837  0.56
C16 -2.2877 2.8382 -2.4789  -0.93
C17 -2.2475 1.5884 -1.8630  0.89
N4 -1.1069 1.1268 -1.2887  0.33
C18 -0.0262 1.9240 -1.2824  0.11
S1 1.3538 1.3523 -0.4614  -0.59
N5 -0.0469 3.1418 -1.8657  0.10
C19 -3.4296 0.7061 -1.7539  -1.28
H25 -1.6271 5.6991 -2.4381  0.35
H26 -1.5868 5.0315 -4.0355  0.40
H27 -0.0598 5.3481 -3.1682  0.39
H28 -3.2047 3.1867 -2.9332  0.57
H29 0.8002 3.7094 -1.8307  0.36
H30 -3.8025 0.4227 -2.7408  0.38
H31 -4.2567 1.2427 -1.2799  0.46
H32 -3.1982 -0.1948 -1.1655  0.12

Cartesian forces (eV/Å) of the 3 atoms listed first:
Sm 0.30 1.47 0.75
C 0.12 0.12 -0.14
C -0.20 -0.13 0.22

HOMO-LUMO gap (alpha / beta) = 6.65 / 8.54 eV
Charge = +4
⟨S²⟩ = 8.767
Multiplicity = 6

# 3
DFT (wB97M-V/def2-TZVPD) results for C19H33AlBeBr2CaClCsF7KN6O8 as an isolated structure in a non-equilibrium geometry.

Last column: Mulliken charge in e.
Element x y z (Å)
C1 -3.4373 2.1906 -1.9846  -0.75
C2 -4.4432 1.2523 -1.0868  -0.06
Br1 -6.2468 1.4401 -2.0041  -0.02
C3 -3.9918 -0.2933 -1.1600  -0.32
Br2 -5.5986 -1.4095 -0.6547  -0.09
N1 -2.9274 -0.6792 -0.1831  -0.23
C4 -1.6021 -0.1883 -0.5590  0.04
N2 -1.0144 0.8979 0.2651  -0.32
N3 -0.8462 -0.6526 -1.5427  0.38
C5 -1.3290 -1.7596 -2.4218  0.10
O1 -1.3739 -2.9761 -2.1025  -0.47
O2 -1.7729 -1.3691 -3.6889  -0.63
H1 -2.6043 2.5192 -1.2460  0.07
H2 -3.9791 3.0697 -2.4698  0.41
H3 -2.9487 1.4788 -2.7621  0.26
H4 -4.5528 1.6534 -0.0299  0.23
H5 -3.7611 -0.5482 -2.2542  0.49
H6 -2.9352 -1.6906 0.0326  0.38
H7 -0.3587 1.4152 -0.3436  0.34
H8 -1.7459 1.5049 0.6663  0.22
H9 0.0990 -0.2611 -1.7203  -0.04
F1 0.6125 -4.5830 0.9482  -0.47
Al1 -0.8242 -5.6081 0.7424  0.67
F2 -0.7160 -6.4810 -0.7924  -0.43
F3 -2.2803 -4.5967 0.7540  -0.38
F4 -0.9091 -6.7841 2.0867  -0.32
Be1 -4.6114 3.5469 0.7771  0.02
C6 -7.4908 4.1004 -3.6742  0.87
O3 -8.3683 3.3297 -3.3036  -0.41
O4 -7.5942 4.9102 -4.6183  -0.32
O5 -6.3559 4.1965 -3.1611  -0.47
C7 4.7533 4.4961 -3.2714  -1.53
C8 5.3918 3.3404 -2.5264  -0.22
N4 4.4346 2.4114 -1.8954  0.28
C9 3.0887 2.6084 -1.6562  -0.14
C10 2.6319 1.4945 -1.0138  -0.34
N5 3.7119 0.6451 -0.8701  0.12
C11 4.7908 1.2109 -1.4156  -0.34
C12 3.7040 -0.6682 -0.2172  -0.78
H10 4.1720 5.1298 -2.5963  0.42
H11 5.5227 5.1188 -3.7318  0.36
H12 4.0872 4.1352 -4.0597  0.44
H13 6.0443 3.7201 -1.7348  0.44
H14 6.0059 2.7567 -3.2177  0.29
H15 2.6079 3.5208 -1.9672  0.50
H16 1.6670 1.1984 -0.6318  -0.06
H17 5.7821 0.7788 -1.4574  0.47
H18 4.4209 -0.6593 0.6063  0.39
H19 3.9858 -1.4307 -0.9456  0.34
H20 2.7083 -0.8902 0.1733  0.33
K1 -0.2352 -7.8816 3.3055  0.97
C13 -6.6122 -6.0624 6.5953  -1.01
C14 -6.6349 -7.5696 6.4162  -0.21
O6 -6.3269 -7.9933 5.0919  -0.35
C15 -4.9515 -8.0793 4.6826  0.26
O7 -4.2437 -8.7906 5.5301  -0.50
C16 -4.3019 -6.6804 4.3561  0.69
F5 -5.1871 -5.8710 3.7406  -0.23
F6 -3.2678 -6.8119 3.4951  -0.25
F7 -3.8381 -6.0045 5.4188  -0.25
H21 -7.0365 -5.5543 5.7255  0.26
H22 -7.1796 -5.7768 7.4840  0.40
H23 -5.5971 -5.6926 6.7359  0.23
H24 -7.6620 -7.9024 6.5906  0.32
H25 -6.0238 -8.0716 7.1721  0.28
H26 -5.0710 -8.5006 3.6669  0.30
Cl1 -6.3675 1.7389 0.7897  -0.52
Cs1 -6.9907 4.3941 -0.5632  1.13
Ca1 2.1458 1.7315 1.2486  0.78
C17 8.4307 6.9488 -1.1401  -1.03
C18 9.7557 6.3872 -0.6982  0.69
O8 10.4423 6.9337 0.1497  -0.61
N6 10.1818 5.2281 -1.2789  -0.17
C19 9.5106 4.4451 -2.2910  -0.58
H27 8.2231 7.8691 -0.5943  0.30
H28 8.4607 7.1780 -2.2078  0.33
H29 7.6329 6.2320 -0.9281  0.21
H30 11.0779 4.9103 -0.9346  0.23
H31 9.3428 3.4419 -1.8900  0.25
H32 10.1632 4.3811 -3.1639  0.31
H33 8.5569 4.8809 -2.5850  0.08

Cartesian forces (eV/Å) of the 3 atoms listed first:
C 0.39 -1.65 0.76
C 1.71 0.19 -1.95
Br 1.84 -0.41 -1.00

HOMO-LUMO gap = 1.11 eV
Charge = +2

Number 1: E -1326.1430 Ha, M 336.54 g/mol. Number 2: E -2071.7807 Ha, M 512.93 g/mol. Number 3: E -9535.4457 Ha, M 1049.83 g/mol.